(1)
Density functional theory data (wB97M-V/def2-TZVPD) for a molecular structure, C25H18F3GeHfN2O4 at a distorted geometry.

The geometry in ORCA input format:
```
! RIJCOSX wB97M-V def2-TZVPD def2/J DEFGRID3
* xyz -1 1
Hf 0.846 -0.987 0.993
O -3.713 1.734 3.946
C -3.844 1.897 2.644
O -4.827 2.432 2.176
C -2.790 1.354 1.754
C -2.884 1.400 0.381
N -1.803 0.809 -0.130
N -0.979 0.384 0.828
C -1.542 0.709 1.996
C -0.731 0.353 3.200
O -1.180 0.562 4.330
O 0.417 -0.125 2.899
H -2.870 1.240 4.216
H -3.654 1.820 -0.241
H -1.521 0.682 -1.088
F -0.595 -2.205 -0.457
C -0.319 -3.127 0.682
F -0.969 -4.254 0.311
F -1.210 -2.553 1.632
C 1.841 -0.001 -0.370
Ge 3.389 -1.046 -0.339
C 4.897 -0.381 0.792
C 5.084 0.994 0.904
C 6.129 1.519 1.648
C 7.007 0.672 2.306
C 6.831 -0.699 2.214
C 5.786 -1.216 1.461
C 3.016 -2.837 0.558
C 2.688 -2.862 1.914
C 2.328 -4.024 2.589
C 2.288 -5.217 1.888
C 2.601 -5.224 0.534
C 2.950 -4.055 -0.121
C 4.220 -1.489 -2.104
C 5.259 -2.405 -2.252
C 5.841 -2.637 -3.490
C 5.392 -1.945 -4.605
C 4.361 -1.027 -4.474
C 3.782 -0.808 -3.234
H 4.378 1.655 0.412
H 6.255 2.593 1.722
H 7.822 1.080 2.894
H 7.508 -1.370 2.731
H 5.659 -2.290 1.404
H 2.745 -1.945 2.514
H 2.063 -3.982 3.638
H 2.005 -6.138 2.382
H 2.562 -6.159 -0.014
H 3.170 -4.082 -1.182
H 5.630 -2.942 -1.384
H 6.648 -3.355 -3.585
H 5.846 -2.121 -5.574
H 4.008 -0.482 -5.342
H 2.968 -0.098 -3.117
*
```

Output
E_LUMO (eV): 2.598
Kohn-Sham gap (eV): 6.3
Highest occupied orbital energy (eV): -3.67
Energy relative to the best compared isomer or geometry (same formula, charge and spin) (kJ/mol): 103.53



(2)
Density functional theory data (wB97M-V/def2-TZVPD) for a molecular structure, C25H19BIrN5O8S2.

The geometry in ORCA input format:
```
! RIJCOSX wB97M-V def2-TZVPD def2/J DEFGRID3
* xyz -1 2
Ir 0.262 0.138 0.657
O 1.853 3.948 -0.509
C 1.336 2.848 -0.620
N 0.957 2.074 0.457
C 1.239 2.552 1.745
C 2.152 3.547 2.137
C 2.236 3.903 3.464
C 1.422 3.324 4.446
C 0.522 2.345 4.101
C 0.456 1.949 2.765
N -0.371 0.973 2.256
C -1.734 0.922 2.506
O -2.288 1.304 3.508
C -2.481 0.459 1.284
C -3.844 0.273 1.279
C -4.447 -0.103 0.088
C -3.669 -0.266 -1.046
C -2.302 -0.060 -0.964
N -1.734 0.301 0.181
C 1.097 2.357 -2.030
C 1.779 3.011 -3.053
C 1.604 2.561 -4.347
C 0.764 1.480 -4.575
C 0.118 0.909 -3.494
N 0.263 1.353 -2.249
H 2.789 4.014 1.410
H 2.967 4.646 3.754
H 1.524 3.625 5.480
H -0.103 1.851 4.830
H -4.391 0.403 2.200
H -5.513 -0.282 0.050
H -4.104 -0.573 -1.986
H -1.628 -0.205 -1.795
H 2.433 3.833 -2.806
H 2.128 3.033 -5.168
H 0.621 1.077 -5.568
H -0.516 0.038 -3.620
O -2.572 -2.728 1.605
S -1.185 -2.961 1.251
O -0.515 -4.031 1.927
O -0.437 -1.676 1.384
C -1.262 -3.464 -0.484
C -2.450 -4.109 -0.815
C -2.630 -4.683 -2.064
C -1.616 -4.617 -3.005
C -0.435 -3.961 -2.693
C -0.249 -3.383 -1.444
S 1.263 -2.449 -1.210
O 1.939 -2.958 -0.057
O 1.954 -2.487 -2.474
O 0.654 -1.088 -1.012
H -3.229 -4.156 -0.067
H -3.561 -5.185 -2.295
H -1.743 -5.066 -3.982
H 0.365 -3.873 -3.415
B 4.536 -0.108 2.589
C 3.128 -0.181 1.886
N 2.102 -0.169 1.360
H 4.646 -1.071 3.312
H 4.527 0.933 3.221
H 5.372 -0.090 1.712
*
```

Output
<S²>: 0.762
E_LUMO (spin up / spin down) (eV): 1.617 / -0.454
Kohn-Sham gap (spin up / spin down) (eV): 7.5 / 5.9
Highest occupied orbital energy (spin up / spin down) (eV): -5.92 / -6.34
Energy relative to the best compared isomer or geometry (same formula, charge and spin) (kJ/mol): 129.54



(3)
Density functional theory data (wB97M-V/def2-TZVPD) for a molecular structure, C25H19Cl2CrF6N5O5PS2.

The geometry in ORCA input format:
```
! RIJCOSX wB97M-V def2-TZVPD def2/J DEFGRID3
* xyz -1 5
Cr 1.261 -0.333 0.522
F 6.073 -2.406 1.784
C 4.963 -2.498 1.059
F 4.768 -3.767 0.704
F 5.099 -1.768 -0.040
S 3.546 -1.952 2.073
O 2.414 -2.056 1.134
O 3.577 -2.801 3.211
N 3.852 -0.461 2.481
S 3.540 0.801 1.589
O 2.645 1.716 2.228
O 3.284 0.475 0.175
C 5.154 1.645 1.596
F 5.478 1.978 2.838
F 6.104 0.860 1.092
F 5.077 2.747 0.855
N -0.149 0.493 3.169
C -0.093 -0.817 2.787
O -0.325 -1.084 1.550
C 0.200 -1.813 3.726
C 0.144 -3.186 3.341
N 0.098 -4.296 3.029
C 0.469 -1.447 5.078
N 0.690 -1.151 6.171
H -0.055 1.148 2.401
H 0.361 0.744 4.005
Cl 3.600 -3.691 -3.160
C 2.336 -3.100 -2.055
Cl 2.168 -1.350 -2.107
H 2.603 -3.374 -1.041
H 1.387 -3.528 -2.355
N 0.253 1.159 -0.219
P -1.153 0.996 -0.825
C -2.601 0.864 0.283
C -3.669 -0.014 0.125
C -4.731 -0.006 1.024
C -4.737 0.884 2.087
C -3.683 1.775 2.246
C -2.629 1.764 1.349
C -1.636 2.457 -1.802
C -2.897 2.597 -2.379
C -3.210 3.725 -3.121
C -2.261 4.729 -3.285
C -1.007 4.601 -2.707
C -0.692 3.464 -1.969
C -1.359 -0.421 -1.963
C -1.467 -1.705 -1.418
C -1.491 -2.822 -2.241
C -1.378 -2.674 -3.620
C -1.251 -1.406 -4.168
C -1.250 -0.286 -3.343
H -3.680 -0.719 -0.697
H -5.548 -0.705 0.896
H -5.557 0.881 2.794
H -3.677 2.470 3.076
H -1.809 2.462 1.474
H -3.643 1.821 -2.240
H -4.192 3.826 -3.568
H -2.505 5.613 -3.862
H -0.271 5.385 -2.831
H 0.280 3.330 -1.508
H -1.532 -1.835 -0.341
H -1.594 -3.808 -1.804
H -1.389 -3.547 -4.261
H -1.154 -1.286 -5.240
H -1.151 0.701 -3.781
*
```

Output
<S²>: 6.014
E_LUMO (spin up / spin down) (eV): 2.380 / 2.373
Kohn-Sham gap (spin up / spin down) (eV): 7.6 / 7.8
Highest occupied orbital energy (spin up / spin down) (eV): -5.25 / -5.41



(4)
Density functional theory data (wB97M-V/def2-TZVPD) for 14 unconnected molecules or ions with the total composition C25H19Cl52F8N4O at a distorted geometry.

The geometry in ORCA input format:
```
! RIJCOSX wB97M-V def2-TZVPD def2/J DEFGRID3
* xyz 1 1
N 0.216 0.240 -3.576
C -1.288 0.425 -3.500
C -1.856 0.511 -1.938
C -1.957 -1.035 -1.405
N -2.355 -1.198 0.043
C -1.988 -0.012 0.903
N -2.134 -0.174 2.286
N -1.530 1.350 0.434
C -0.843 1.306 -0.914
C -0.297 2.749 -1.466
C 1.091 3.182 -0.640
O 2.267 3.319 -1.513
C 2.897 2.017 -1.808
C 4.114 1.623 -0.784
F 5.167 0.925 -1.556
F 4.729 2.932 -0.344
C 3.647 0.866 0.596
F 3.438 1.966 1.611
F 2.364 0.103 0.360
C 4.719 -0.239 1.172
F 6.036 0.492 1.285
F 4.945 -1.398 0.228
C 4.319 -0.908 2.613
F 3.011 -0.490 3.164
F 5.353 -0.715 3.685
H 0.601 -0.262 -2.746
H 0.722 1.145 -3.718
H -1.696 1.300 -4.168
H -1.762 -0.576 -3.946
H -2.948 0.992 -1.935
H -2.815 -1.561 -2.048
H -0.971 -1.653 -1.673
H -1.733 -1.985 0.399
H -3.099 -0.510 2.584
H -1.358 -0.015 2.969
H -2.417 1.927 0.330
H 0.111 0.606 -0.776
H -1.101 3.569 -1.157
H -0.165 2.824 -2.627
H 0.929 4.235 -0.103
H 1.265 2.410 0.224
H 3.396 2.137 -2.886
H 2.078 1.173 -1.946
H 4.251 -2.091 2.467
C -2.902 3.195 4.245
Cl -4.034 3.035 2.878
Cl -3.014 4.840 4.919
Cl -3.320 2.007 5.505
Cl -1.239 2.897 3.677
C 0.328 -5.058 -2.033
Cl -1.270 -5.604 -1.464
Cl 0.212 -3.374 -2.602
Cl 1.499 -5.153 -0.694
Cl 0.869 -6.101 -3.372
C -4.131 -3.627 -4.841
Cl -5.532 -4.196 -3.899
Cl -4.679 -3.068 -6.442
Cl -3.343 -2.281 -3.980
Cl -2.970 -4.963 -5.045
C 2.559 -3.881 4.523
Cl 1.282 -2.941 5.336
Cl 2.962 -5.310 5.509
Cl 1.981 -4.408 2.922
Cl 4.010 -2.866 4.327
C -2.919 6.240 0.112
Cl -1.440 6.866 -0.659
Cl -3.209 7.113 1.638
Cl -4.305 6.478 -0.981
Cl -2.721 4.502 0.451
C 5.637 -5.329 0.645
Cl 5.438 -3.562 0.519
Cl 7.312 -5.769 0.227
Cl 5.285 -5.849 2.312
Cl 4.513 -6.134 -0.478
C 5.374 -1.650 -4.471
Cl 4.009 -0.590 -4.904
Cl 6.889 -0.712 -4.507
Cl 5.120 -2.305 -2.833
Cl 5.478 -2.992 -5.638
C -1.746 -5.720 3.368
Cl -3.344 -6.266 3.937
Cl -1.862 -4.036 2.799
Cl -0.574 -5.816 4.707
Cl -1.204 -6.764 2.029
C -8.199 8.646 -1.038
Cl -9.797 8.101 -0.468
Cl -8.315 10.331 -1.607
Cl -7.027 8.551 0.301
Cl -7.657 7.603 -2.377
C -4.030 -8.258 -2.376
Cl -2.680 -8.576 -3.494
Cl -4.825 -6.728 -2.824
Cl -5.209 -9.590 -2.474
Cl -3.407 -8.138 -0.711
C -2.883 5.880 -4.791
Cl -4.160 6.821 -3.979
Cl -2.480 4.452 -3.806
Cl -3.461 5.354 -6.392
Cl -1.432 6.895 -4.988
C 2.475 6.277 1.830
Cl 3.669 7.471 2.397
Cl 1.536 5.671 3.218
Cl 1.375 7.047 0.659
Cl 3.320 4.918 1.047
C 2.967 -3.016 9.190
Cl 3.654 -2.735 7.570
Cl 2.280 -1.496 9.816
Cl 1.685 -4.249 9.086
Cl 4.250 -3.585 10.289
*
```

Output
E_LUMO (eV): -4.483
Kohn-Sham gap (eV): 7.6
Highest occupied orbital energy (eV): -12.10